# C39H35N9O2S2Ti

A structure of composition C39H35N9O2S2Ti (wB97M-V/def2-TZVPD, the OMol25 dataset).

Calculated values
LUMO level (alpha / beta) = -3.32 / -3.46 eV
net charge = +1
spin multiplicity = 2
HOMO-LUMO gap (alpha / beta) = 5.8 / 6.2 eV
energy above the lowest of the compared OMol25 structures with the same formula, charge and spin = 202.3 kJ/mol
E = -3796.1793 Ha

Last column: Mulliken spin population.
Element x y z (Å)
Ti -0.328 0.078 1.005  0.476
C -0.150 1.349 4.509  0.002
O -0.110 0.313 3.538  0.004
C 0.047 -0.973 4.001  -0.033
C 0.496 -1.316 5.267  0.015
C 0.637 -2.651 5.624  -0.020
C 0.301 -3.649 4.726  0.015
C -0.152 -3.321 3.465  0.006
C -0.266 -1.986 3.068  0.015
N -0.661 -1.633 1.782  -0.085
N -0.967 -2.666 1.032  0.363
C -1.423 -2.587 -0.209  -0.014
C -1.700 -1.352 -0.890  0.136
O -1.427 -0.226 -0.296  0.008
C -2.213 -1.377 -2.202  -0.067
C -2.418 -2.559 -2.856  0.162
C -2.094 -3.802 -2.254  -0.014
C -2.226 -5.015 -2.955  0.034
C -1.821 -6.202 -2.402  -0.027
C -1.273 -6.217 -1.117  0.037
C -1.171 -5.053 -0.394  -0.023
C -1.585 -3.826 -0.933  0.021
H -0.826 1.089 5.329  0.001
H -0.531 2.236 4.000  -0.001
H 0.850 1.562 4.901  0.000
H 0.738 -0.557 5.994  0.000
H 1.006 -2.902 6.606  -0.001
H 0.389 -4.686 5.004  0.000
H -0.425 -4.078 2.748  -0.004
H -2.421 -0.426 -2.677  0.006
H -2.802 -2.555 -3.866  0.000
H -2.644 -4.985 -3.951  0.001
H -1.911 -7.123 -2.959  -0.001
H -0.931 -7.150 -0.694  0.002
H -0.754 -5.074 0.599  0.003
C -2.192 5.666 1.768  0.000
C -2.829 4.762 0.718  0.000
N -3.089 3.428 1.222  0.001
C -2.119 2.527 1.411  0.011
S -2.542 0.946 1.937  -0.018
N -0.869 2.932 1.241  0.003
N 0.071 2.003 1.321  -0.055
C 1.332 2.353 1.272  -0.016
C 1.777 3.781 1.178  0.001
C 2.262 1.261 1.374  0.033
C 3.655 1.442 1.351  0.006
C 4.484 0.374 1.605  -0.002
C 3.911 -0.864 1.895  0.004
C 2.533 -0.976 1.867  0.000
N 1.716 0.034 1.579  -0.041
H -1.903 6.607 1.310  0.000
H -2.883 5.867 2.581  0.000
H -1.304 5.185 2.168  0.000
H -3.777 5.187 0.388  0.000
H -2.149 4.663 -0.133  0.000
H -4.034 3.135 1.411  0.000
H 0.901 4.424 1.232  0.000
H 2.455 4.029 1.993  0.000
H 2.288 3.972 0.235  0.000
H 4.057 2.419 1.143  0.001
H 5.555 0.496 1.610  0.000
H 4.528 -1.712 2.137  0.000
H 2.067 -1.919 2.134  0.004
N 0.510 0.881 -3.686  0.000
C 0.311 2.195 -4.122  0.000
C 0.399 2.489 -5.471  0.000
C 0.209 3.792 -5.913  0.000
C -0.066 4.800 -5.011  0.000
C -0.156 4.510 -3.654  0.000
C 0.029 3.214 -3.218  0.002
S -0.079 2.830 -1.479  0.002
N 0.421 1.234 -1.355  0.016
C 0.618 0.481 -2.379  0.010
C 0.958 -0.932 -2.149  -0.006
C 1.060 -1.851 -3.203  0.016
C 1.417 -3.158 -2.940  -0.014
C 1.636 -3.528 -1.626  0.002
C 1.467 -2.567 -0.640  0.011
N 1.149 -1.301 -0.873  0.002
H 0.793 0.234 -4.405  -0.001
H 0.615 1.699 -6.175  0.000
H 0.283 4.009 -6.967  0.000
H -0.207 5.813 -5.355  0.000
H -0.373 5.286 -2.936  0.000
H 0.839 -1.575 -4.222  0.011
H 1.514 -3.872 -3.744  -0.001
H 1.925 -4.531 -1.362  0.001
H 1.588 -2.856 0.393  0.000

# C3H5N3S2

The molecule C3H5N3S2 (wB97M-V/def2-TZVPD, the OMol25 dataset).

Calculated values
SMILES = [H]/N=C(/NN=C)SC=S
LUMO level = -0.40 eV
spin multiplicity = 1
HOMO-LUMO gap = 8.4 eV
energy above the lowest of the compared OMol25 structures with the same formula, charge and spin = 393.1 kJ/mol
E = -1077.8074 Ha

Last column: Mulliken charge in e.
Element x y z (Å)
H -1.547 1.686 -2.114  0.283
N -0.796 2.205 -1.516  -0.607
C -0.411 1.322 -0.757  0.472
N 0.393 1.646 0.362  -0.233
N 1.358 0.696 0.858  -0.267
C 2.550 1.021 1.387  -0.326
S -0.445 -0.312 -1.121  -0.070
C -0.783 -0.960 0.456  -0.145
S -0.758 -2.596 0.661  -0.206
H 0.534 2.665 0.693  0.277
H 3.188 2.138 1.418  0.221
H 3.088 0.029 1.797  0.246
H -0.845 -0.112 1.132  0.355

# C6H9NO2S

The molecule C6H9NO2S (wB97M-V/def2-TZVPD, the OMol25 dataset).

Calculated values
LUMO level (alpha / beta) = -1.71 / -1.03 eV
spin multiplicity = 1
HOMO-LUMO gap (alpha / beta) = 6.8 / 9.1 eV
energy above the lowest of the compared OMol25 structures with the same formula, charge and spin = 640.8 kJ/mol
E = -837.2146 Ha

Last column: Mulliken charge in e.
Element x y z (Å)
C -2.685 -0.422 -1.140  -0.075
C -1.931 -0.106 -0.244  -0.219
C -0.505 1.666 0.616  -0.530
C 0.576 1.576 -0.448  -0.843
C -1.081 0.333 0.755  -0.580
C 0.611 -2.272 -0.074  -0.728
N 0.855 -0.980 -0.647  -0.146
O 2.993 0.159 -0.780  -0.650
O 2.030 0.234 1.424  -0.598
S 1.796 0.179 -0.015  1.048
H -3.544 -0.907 -1.509  0.420
H -0.069 1.939 1.538  0.353
H -1.282 2.438 0.425  0.378
H 0.153 1.545 -1.446  0.417
H 1.193 2.441 -0.323  0.451
H -0.906 -0.062 1.741  0.414
H 0.992 -2.305 0.989  0.307
H -0.485 -2.462 -0.360  0.258
H 1.288 -2.994 -0.502  0.322

# C21H16FGaN3O4

A structure of composition C21H16FGaN3O4 (wB97M-V/def2-TZVPD, the OMol25 dataset).

Calculated values
LUMO level = 0.71 eV
net charge = -1
spin multiplicity = 1
HOMO-LUMO gap = 5.4 eV
E = -3299.8141 Ha

Last column: Mulliken charge in e.
Element x y z (Å)
N -1.170 3.122 2.499  -0.513
Ga -0.166 3.242 0.879  -0.153
C 1.151 4.854 1.065  0.370
O 0.898 5.842 1.667  -0.496
N 2.527 4.793 0.346  -0.418
C 2.571 5.679 -0.700  0.592
O 2.862 6.822 -0.677  -0.488
F 2.222 5.116 -1.879  -0.238
C -1.321 3.700 -0.747  0.473
C -0.946 3.232 -2.011  -0.458
C -1.704 3.558 -3.125  -0.421
C -2.828 4.348 -2.952  -0.324
C -3.141 4.755 -1.665  -0.253
N -2.428 4.457 -0.574  -0.508
H -2.107 3.491 2.419  0.203
H -1.195 2.192 2.888  0.167
H 0.623 1.868 0.625  -0.249
H 2.549 3.853 -0.039  0.340
H -0.058 2.627 -2.100  0.339
H -1.409 3.192 -4.100  0.358
H -3.444 4.645 -3.786  0.362
H -4.030 5.360 -1.519  0.332
C -2.378 -2.636 2.742  -0.536
C -2.366 -3.997 3.031  -0.430
C -1.430 -4.827 2.438  -0.627
C -0.505 -4.300 1.544  0.415
C -0.532 -2.937 1.241  0.113
C -1.463 -2.105 1.849  -0.707
C 0.421 -2.349 0.257  0.500
O 0.395 -1.168 0.003  -0.616
C 1.398 -3.264 -0.404  0.104
C 2.265 -2.748 -1.358  -0.577
C 3.185 -3.579 -1.973  -0.480
C 3.248 -4.927 -1.633  -0.452
C 2.383 -5.446 -0.686  -0.583
C 1.450 -4.619 -0.072  0.258
C 0.508 -5.200 0.927  0.531
O 0.565 -6.377 1.226  -0.694
H -3.105 -1.988 3.214  0.418
H -3.088 -4.410 3.723  0.386
H -1.411 -5.884 2.663  0.460
H -1.467 -1.048 1.616  0.728
H 2.213 -1.698 -1.613  0.521
H 3.858 -3.177 -2.719  0.401
H 3.973 -5.573 -2.112  0.390
H 2.424 -6.493 -0.419  0.462

# C6H17NO3

A cluster of 3 separate species, C6H17NO3 in total (wB97M-V/def2-TZVPD, the OMol25 dataset).

Calculated values
SMILES = CCNC(=O)C(C)C.O.O
LUMO level = 0.38 eV
spin multiplicity = 1
HOMO-LUMO gap = 9.9 eV
energy above the lowest of the compared OMol25 structures with the same formula, charge and spin = 164.7 kJ/mol
E = -519.2640 Ha

Last column: Mulliken charge in e.
Element x y z (Å)
C 2.387 -0.901 -1.914  -1.107
C 2.120 -0.742 -0.405  -0.424
N 0.809 -0.211 -0.016  -0.055
C -0.088 -1.130 0.441  0.218
O 0.061 -2.345 0.448  -0.659
C -1.247 -0.651 1.388  0.687
C -1.098 0.753 1.845  -1.625
C -2.503 -0.974 0.489  -1.015
H 2.213 0.018 -2.464  0.288
H 1.668 -1.680 -2.176  0.307
H 3.403 -1.189 -2.171  0.344
H 2.197 -1.717 0.092  0.296
H 2.812 0.007 0.006  0.325
H 0.482 0.739 -0.095  0.232
H -1.207 -1.467 2.115  0.299
H -0.095 0.933 2.284  0.330
H -1.701 0.953 2.750  0.422
H -1.483 1.455 1.105  0.353
H -3.454 -0.661 0.910  0.409
H -2.535 -2.065 0.594  0.367
H -2.277 -0.835 -0.560  0.033
O -2.904 1.111 -2.829  -0.662
H -2.224 1.790 -2.708  0.309
H -2.624 0.396 -2.234  0.335
O 2.345 2.960 0.678  -0.642
H 3.207 2.870 1.095  0.319
H 1.736 2.584 1.331  0.315

# C6H13N

The molecule C6H13N (wB97M-V/def2-TZVPD, the OMol25 dataset).

Calculated values
SMILES = CCC/C=C/NC
LUMO level = 1.16 eV
spin multiplicity = 1
HOMO-LUMO gap = 8.9 eV
energy above the lowest of the compared OMol25 structures with the same formula, charge and spin = 118.0 kJ/mol
E = -291.1138 Ha

Last column: Mulliken charge in e.
Element x y z (Å)
C -2.369 1.219 1.044  -1.331
C -1.348 0.696 2.049  -0.278
C -0.089 -0.132 1.568  -0.668
C 0.058 -0.166 0.069  -0.240
C 1.225 -0.378 -0.559  -0.236
N 1.417 -0.160 -1.916  -0.283
C 2.110 -1.179 -2.679  -0.914
H -3.048 1.902 1.562  0.374
H -1.848 1.980 0.445  0.356
H -2.839 0.449 0.447  0.333
H -1.905 0.056 2.743  0.304
H -0.920 1.510 2.638  0.258
H -0.195 -1.136 1.995  0.225
H 0.763 0.251 2.121  0.366
H -0.828 -0.032 -0.531  0.264
H 2.101 -0.714 -0.016  0.298
H 0.665 0.234 -2.471  0.252
H 1.712 -2.189 -2.509  0.300
H 3.130 -1.309 -2.276  0.279
H 2.207 -0.902 -3.722  0.341

- Which of these has the lowest E?
  C39H35N9O2S2Ti